1.
{
  "formula": "C29H76CaN3O13",
  "method": "wB97M-V/def2-TZVPD",
  "charge": 1,
  "e_lumo_ev": -2.58,
  "homo_lumo_gap_ev": 7.6,
  "e_homo_ev": -10.1546,
  "species": ["Ca", "C", "C", "O", "O", "H", "H", "H", "C", "O", "H", "H", "H", "H", "C", "O", "H", "H", "H", "H", "C", "O", "H", "H", "H", "H", "C", "O", "C", "C", "N", "C", "C", "O", "C", "H", "H", "H", "H", "H", "H", "H", "H", "H", "H", "H", "H", "H", "H", "H", "C", "O", "C", "C", "N", "C", "C", "O", "C", "H", "H", "H", "H", "H", "H", "H", "H", "H", "H", "H", "H", "H", "H", "H", "C", "O", "C", "C", "N", "C", "C", "O", "C", "H", "H", "H", "H", "H", "H", "H", "H", "H", "H", "H", "H", "H", "H", "H", "C", "C", "C", "O", "H", "H", "H", "H", "H", "H", "H", "H", "C", "C", "C", "O", "H", "H", "H", "H", "H", "H", "H", "H"],
  "coordinates": [[-1.442, 2.014, -2.666], [1.240, -0.606, -0.472], [0.318, 0.327, -1.206], [-0.003, 1.460, -0.716], [-0.249, -0.065, -2.260], [1.282, -1.544, -1.029], [0.851, -0.842, 0.515], [2.261, -0.231, -0.415], [2.914, 3.067, 1.130], [1.519, 2.812, 1.277], [3.496, 2.141, 1.249], [3.125, 3.526, 0.160], [3.248, 3.738, 1.919], [1.179, 2.417, 0.456], [-3.384, 0.911, -0.162], [-3.206, 0.958, -1.605], [-4.192, 1.568, 0.175], [-3.605, -0.099, 0.187], [-2.460, 1.222, 0.323], [-3.980, 0.578, -2.034], [-2.071, -2.754, -0.983], [-3.188, -3.568, -0.671], [-2.221, -1.713, -0.672], [-1.148, -3.108, -0.500], [-1.921, -2.742, -2.062], [-3.472, -3.276, 0.218], [-1.361, 0.036, -5.506], [-0.931, 1.224, -4.854], [0.481, 1.474, -5.015], [0.704, 2.962, -4.762], [0.553, 3.257, -3.327], [0.365, 4.714, -3.028], [-0.143, 4.881, -1.613], [-1.296, 4.079, -1.421], [-1.995, 4.438, -0.239], [-2.445, 0.001, -5.437], [-0.913, -0.859, -5.081], [-1.101, 0.095, -6.568], [0.702, 1.310, -6.075], [1.088, 0.834, -4.373], [-0.049, 3.476, -5.367], [1.693, 3.206, -5.172], [1.486, 3.086, -2.934], [-0.376, 5.125, -3.716], [1.329, 5.214, -3.151], [-0.402, 5.942, -1.490], [0.576, 4.640, -0.821], [-1.389, 4.195, 0.641], [-2.938, 3.903, -0.228], [-2.175, 5.516, -0.213], [-1.721, 1.278, 1.979], [-2.538, 0.122, 1.968], [-1.794, -1.075, 2.022], [-2.732, -2.213, 2.448], [-3.981, -2.087, 1.718], [-5.056, -3.009, 2.124], [-5.606, -2.803, 3.516], [-6.255, -1.535, 3.545], [-7.046, -1.314, 4.682], [-2.379, 2.132, 1.814], [-0.984, 1.246, 1.167], [-1.220, 1.409, 2.939], [-0.949, -1.007, 2.716], [-1.377, -1.312, 1.031], [-2.836, -2.159, 3.546], [-2.261, -3.180, 2.239], [-4.295, -1.129, 1.834], [-4.711, -4.044, 2.024], [-5.870, -2.873, 1.408], [-4.850, -2.886, 4.307], [-6.348, -3.598, 3.696], [-7.016, -2.147, 5.396], [-8.085, -1.157, 4.391], [-6.682, -0.445, 5.239], [0.210, -0.146, 7.427], [0.886, -0.094, 6.189], [2.080, 0.660, 6.260], [2.719, 0.687, 4.892], [2.743, -0.647, 4.326], [3.157, -0.689, 2.938], [3.223, -2.116, 2.420], [1.915, -2.578, 2.123], [1.814, -3.978, 2.105], [-0.560, -0.907, 7.354], [-0.201, 0.836, 7.702], [0.893, -0.407, 8.252], [2.770, 0.227, 6.997], [1.822, 1.682, 6.575], [3.741, 1.054, 4.993], [2.129, 1.364, 4.247], [1.883, -1.145, 4.500], [4.160, -0.256, 2.855], [2.497, -0.109, 2.262], [3.714, -2.742, 3.174], [3.838, -2.134, 1.505], [0.757, -4.240, 2.082], [2.311, -4.445, 2.961], [2.273, -4.406, 1.199], [0.000, -3.254, -4.185], [1.143, -3.224, -5.177], [2.436, -2.676, -4.594], [1.365, -4.513, -5.736], [0.238, -3.925, -3.353], [-0.902, -3.587, -4.698], [-0.166, -2.264, -3.750], [0.855, -2.562, -6.001], [3.141, -2.564, -5.421], [2.897, -3.369, -3.886], [2.294, -1.701, -4.129], [1.657, -5.076, -5.008], [4.139, 0.400, -3.005], [4.152, 1.495, -1.965], [5.531, 2.107, -1.724], [3.224, 2.540, -2.365], [3.124, 0.031, -3.164], [4.780, -0.429, -2.698], [4.467, 0.755, -3.987], [3.788, 1.121, -1.005], [5.892, 2.560, -2.653], [6.239, 1.330, -1.440], [5.468, 2.845, -0.927], [3.707, 3.331, -2.626]]
}

2.
{
  "formula": "C29H76FN2O21P6",
  "method": "wB97M-V/def2-TZVPD",
  "charge": -1,
  "e_lumo_ev": 1.34,
  "homo_lumo_gap_ev": 5.5,
  "e_homo_ev": -4.1670,
  "species": ["N", "P", "O", "O", "P", "C", "C", "N", "C", "O", "O", "C", "C", "O", "F", "H", "H", "H", "H", "H", "H", "H", "H", "H", "H", "H", "H", "H", "H", "H", "H", "O", "P", "O", "C", "C", "O", "C", "C", "O", "C", "C", "H", "H", "H", "H", "H", "H", "H", "H", "H", "H", "H", "H", "H", "H", "H", "O", "P", "O", "C", "C", "O", "C", "C", "O", "C", "C", "H", "H", "H", "H", "H", "H", "H", "H", "H", "H", "H", "H", "H", "H", "H", "O", "P", "O", "C", "C", "O", "C", "C", "O", "C", "C", "H", "H", "H", "H", "H", "H", "H", "H", "H", "H", "H", "H", "H", "H", "H", "O", "P", "O", "C", "C", "O", "C", "C", "O", "C", "C", "H", "H", "H", "H", "H", "H", "H", "H", "H", "H", "H", "H", "H", "H", "H"],
  "coordinates": [[0.896, -4.880, 8.958], [0.491, -6.373, 8.652], [-1.149, -6.450, 8.601], [0.940, -7.277, 9.940], [1.549, -7.293, 6.799], [3.238, -6.855, 7.584], [3.860, -8.005, 8.370], [5.193, -7.625, 8.920], [1.483, -5.628, 5.840], [0.236, -4.935, 5.926], [-0.282, -4.826, 4.580], [-0.147, -7.862, 5.956], [-0.577, -9.191, 6.423], [-0.611, -10.209, 5.805], [-0.948, -9.246, 7.754], [0.090, -4.267, 8.986], [-1.460, -7.353, 8.732], [1.160, -6.630, 10.622], [1.581, -8.563, 7.518], [2.262, -7.890, 5.663], [3.239, -5.935, 8.179], [3.914, -6.671, 6.738], [3.991, -8.850, 7.693], [3.237, -8.261, 9.225], [5.913, -7.982, 8.308], [5.259, -6.618, 8.965], [2.275, -4.952, 6.165], [1.648, -5.891, 4.793], [-1.207, -4.594, 4.708], [0.085, -8.003, 4.900], [-0.949, -7.125, 6.001], [-0.769, -4.260, -1.214], [-1.069, -2.836, -1.017], [-0.046, -1.907, -1.824], [0.011, -1.983, -3.251], [-1.177, -1.297, -3.895], [-0.560, -2.512, 0.483], [-0.261, -3.536, 1.445], [1.233, -3.716, 1.577], [-2.330, -1.871, -0.959], [-3.150, -1.713, 0.218], [-2.811, -0.406, 0.892], [0.079, -3.028, -3.564], [0.935, -1.488, -3.549], [-2.103, -1.833, -3.677], [-1.057, -1.253, -4.979], [-1.289, -0.284, -3.507], [-0.754, -4.473, 1.190], [-0.675, -3.197, 2.397], [1.679, -3.954, 0.610], [1.459, -4.516, 2.282], [1.696, -2.795, 1.933], [-3.039, -2.560, 0.893], [-4.186, -1.700, -0.123], [-1.761, -0.372, 1.175], [-3.424, -0.271, 1.785], [-2.992, 0.428, 0.212], [4.612, 0.080, 2.456], [4.231, 1.480, 2.242], [2.881, 1.853, 3.001], [2.806, 1.720, 4.430], [3.560, 2.822, 5.148], [3.701, 1.567, 0.714], [3.924, 0.510, -0.223], [2.656, -0.290, -0.417], [4.966, 2.886, 2.255], [5.698, 3.400, 1.126], [4.857, 4.439, 0.427], [3.175, 0.736, 4.726], [1.748, 1.764, 4.681], [4.636, 2.739, 4.979], [3.380, 2.767, 6.222], [3.248, 3.801, 4.783], [4.753, -0.124, 0.088], [4.213, 0.985, -1.165], [2.292, -0.684, 0.531], [2.819, -1.126, -1.100], [1.866, 0.342, -0.826], [6.000, 2.602, 0.447], [6.608, 3.852, 1.519], [3.909, 4.023, 0.091], [5.385, 4.848, -0.436], [4.622, 5.255, 1.114], [0.219, 9.443, -1.438], [0.678, 8.268, -2.187], [1.978, 7.617, -1.536], [1.928, 7.121, -0.188], [1.170, 5.809, -0.107], [1.340, 8.848, -3.551], [1.134, 10.196, -3.969], [2.353, 11.039, -3.665], [0.001, 6.995, -2.832], [-0.626, 6.992, -4.131], [0.288, 6.321, -5.127], [1.484, 7.872, 0.469], [2.959, 6.974, 0.130], [0.112, 5.953, -0.332], [1.248, 5.380, 0.893], [1.562, 5.094, -0.830], [0.241, 10.619, -3.510], [0.963, 10.163, -5.049], [2.595, 10.996, -2.603], [2.186, 12.080, -3.947], [3.219, 10.664, -4.213], [-0.898, 8.000, -4.441], [-1.549, 6.421, -4.030], [1.246, 6.835, -5.189], [-0.174, 6.309, -6.115], [0.491, 5.294, -4.821], [-6.842, 1.796, -5.923], [-6.072, 0.759, -6.619], [-4.636, 0.544, -5.967], [-4.523, 0.136, -4.594], [-4.872, -1.329, -4.419], [-5.614, 1.425, -8.027], [-6.199, 2.632, -8.511], [-5.268, 3.803, -8.281], [-6.362, -0.689, -7.180], [-6.970, -0.941, -8.463], [-5.910, -1.378, -9.444], [-5.155, 0.767, -3.964], [-3.490, 0.310, -4.301], [-5.930, -1.509, -4.620], [-4.660, -1.657, -3.400], [-4.301, -1.944, -5.116], [-7.172, 2.809, -8.054], [-6.362, 2.490, -9.583], [-5.016, 3.891, -7.224], [-5.727, 4.735, -8.613], [-4.335, 3.658, -8.829], [-7.520, -0.070, -8.818], [-7.692, -1.744, -8.313], [-5.139, -0.617, -9.553], [-6.355, -1.574, -10.421], [-5.421, -2.286, -9.091]]
}